Record 1
Below is 2 unconnected molecules or ions with the total composition CCl3NO at a distorted geometry, with properties calculated with the ωB97M-V functional and the def2-TZVPD basis.

```
6
Properties=species:S:1:pos:R:3:forces:R:3
C 0.48588 -0.55332 0.39641 -3.29 -2.21 -0.14
N -1.60454 0.91332 -0.83568 4.11 1.40 -0.06
O -0.76438 1.69293 -1.09068 -2.88 -1.71 0.53
Cl -0.18665 -1.06761 1.90192 0.08 -0.29 -0.05
Cl 1.31961 0.78636 0.41730 1.79 2.66 -0.48
Cl 0.75008 -1.77167 -0.78928 0.20 0.15 0.20
```
Forces are in eV/Å.

Energy above the lowest of the compared OMol25 structures with the same formula, charge and spin ... 57.1 kcal per mole
Max |F| ... 4.3 eV/A
LUMO (alpha / beta) ... -1.46 / -1.47 eV
E_HOMO (alpha / beta) ... -0.266 / -0.266 Ha

Record 2
Below is a molecular structure, C16H18N2RhS2 at a distorted geometry, with properties calculated with the ωB97M-V functional and the def2-TZVPD basis.

```
39
Properties=species:S:1:pos:R:3:forces:R:3
Rh -0.65466 1.25397 -0.91311 -0.16 -1.27 1.83
C 1.97034 2.39875 -0.04821 0.10 0.05 0.01
N 1.46871 1.01647 -0.18722 -0.52 0.35 -1.04
C 1.40630 0.31494 1.11067 0.04 0.10 0.28
C 0.11034 -0.43871 1.27807 0.10 -0.28 0.22
N -1.06236 0.42597 0.99210 0.02 0.34 -1.47
C -1.24445 1.49096 2.01053 -0.01 0.15 0.10
C -2.31646 -0.33673 0.85842 0.01 -0.23 0.45
C -2.60545 -1.39300 1.70667 0.17 -0.05 0.06
C -3.82380 -2.04754 1.59915 0.04 0.03 -0.01
C -4.74270 -1.64540 0.64002 0.03 0.05 0.00
C -4.45587 -0.57188 -0.18875 -0.10 -0.12 0.04
C -3.24358 0.09570 -0.06765 -0.29 0.20 0.00
S -2.90109 1.52168 -1.03047 0.77 0.01 -0.69
C 2.21794 0.24221 -1.17987 0.32 0.11 0.09
C 3.60551 0.28959 -1.23207 0.07 0.01 0.21
C 4.30336 -0.47241 -2.15278 -0.02 -0.02 0.01
C 3.61010 -1.29464 -3.03113 -0.05 -0.01 0.09
C 2.22812 -1.34166 -2.98056 0.02 -0.06 -0.05
C 1.52744 -0.56746 -2.05788 -0.03 -0.19 -0.29
S -0.23332 -0.64619 -2.07860 -0.41 0.92 0.35
H 2.97399 2.43909 0.37939 -0.01 -0.03 0.03
H 1.98912 2.87519 -1.02657 0.02 -0.03 -0.02
H 1.30170 2.95920 0.60572 -0.01 -0.01 0.00
H 2.22681 -0.39797 1.20162 0.06 0.06 -0.01
H 1.52750 1.05011 1.90646 0.01 0.01 0.00
H 0.06307 -1.28607 0.59768 -0.06 0.01 0.00
H 0.07313 -0.81123 2.30523 -0.14 0.01 0.00
H -1.44721 1.03119 2.97976 0.05 -0.07 -0.02
H -0.35329 2.10944 2.08560 0.01 0.00 -0.03
H -2.08851 2.11425 1.72991 -0.02 -0.03 -0.04
H -1.89112 -1.71066 2.45508 -0.03 -0.04 0.00
H -4.04922 -2.86673 2.26740 0.01 -0.02 -0.03
H -5.68550 -2.16564 0.54172 0.00 0.01 -0.01
H -5.16288 -0.25430 -0.94385 -0.01 0.04 0.03
H 4.15658 0.91529 -0.54143 0.00 0.00 -0.01
H 5.38320 -0.42817 -2.17440 0.00 0.02 -0.04
H 4.14572 -1.89781 -3.75112 -0.02 0.01 -0.02
H 1.67249 -1.96982 -3.66558 0.04 0.01 -0.03
```
Forces are in eV/Å.

Energy above the lowest of the compared OMol25 structures with the same formula, charge and spin ... 0.0 kcal per mole
Max |F| ... 2.2 eV/A
LUMO ... -5.03 eV
Total charge ... +1
E_HOMO ... -0.416 Ha

Record 3
Below is a molecular structure, C44H39N3O3S3Si2Sn, with properties calculated with the ωB97M-V functional and the def2-TZVPD basis.

```
95
Properties=species:S:1:pos:R:3:forces:R:3
Sn 0.07407 -1.60947 -0.47798 0.00 -0.04 0.08
C 6.01361 0.59634 -0.91148 0.00 0.00 0.00
C 4.73446 1.08918 -1.13020 -0.01 0.01 0.00
C 3.63601 0.45381 -0.56370 -0.01 0.00 0.01
C 3.78419 -0.67802 0.24104 0.09 -0.01 0.06
C 5.08004 -1.16263 0.44081 0.00 0.02 0.00
C 6.18286 -0.53757 -0.12578 -0.01 0.00 0.00
Si 2.28178 -1.52162 1.03888 -0.17 -0.04 -0.07
C 1.85155 -0.44849 2.55013 0.03 0.01 0.04
C 1.07214 0.70058 2.39771 0.00 -0.03 -0.01
C 0.73383 1.50682 3.47574 -0.02 0.01 0.00
C 1.17040 1.17201 4.75058 0.00 0.00 -0.01
C 1.93476 0.02647 4.93154 0.00 0.00 -0.01
C 2.26733 -0.77112 3.84377 0.00 0.01 0.01
H 6.87321 1.08759 -1.35412 0.00 0.00 0.00
H 4.58301 1.97046 -1.74452 0.00 0.00 0.00
H 2.63990 0.82890 -0.76295 -0.03 0.02 -0.01
H 5.22476 -2.05492 1.04075 0.00 0.01 -0.01
H 7.17730 -0.93693 0.04322 0.00 0.00 0.00
H 2.80565 -2.77719 1.64323 0.02 0.00 -0.01
H 0.70550 0.95303 1.40957 -0.02 0.01 -0.01
H 0.11094 2.38147 3.31867 0.00 0.00 0.00
H 0.90186 1.78949 5.60022 0.00 0.00 0.00
H 2.26256 -0.25393 5.92656 0.00 0.00 0.00
H 2.84881 -1.67269 4.00515 0.00 0.00 0.00
C -2.44807 0.80049 -2.72413 -0.02 0.00 -0.02
C -1.34416 1.85283 -2.90632 0.00 -0.02 0.00
C -2.00366 3.21371 -3.14898 -0.01 0.02 -0.02
C -0.50535 1.44203 -4.12154 -0.03 -0.03 -0.02
Si -0.31213 1.85016 -1.31076 0.05 -0.08 0.13
O 0.37301 0.43865 -0.99062 0.01 0.12 -0.16
C -1.47330 2.34277 0.10924 -0.02 0.05 -0.03
C -2.12784 1.36002 0.85666 0.01 0.00 0.03
C -2.98234 1.68889 1.90127 0.01 -0.02 0.00
C -3.20777 3.02105 2.21844 0.01 0.02 0.00
C -2.57298 4.01785 1.48833 -0.01 -0.02 0.00
C -1.71622 3.67685 0.44930 0.01 -0.01 0.00
C 1.00549 3.22940 -1.31738 0.02 -0.01 0.03
C 1.66816 3.47272 -0.10718 0.02 -0.02 0.01
C 2.67246 4.42254 0.00438 0.00 0.00 -0.02
C 3.04274 5.17408 -1.10316 0.00 -0.01 0.00
C 2.40150 4.95980 -2.31363 -0.01 -0.01 0.00
C 1.39988 3.99955 -2.41302 0.00 0.01 -0.01
H -3.07833 0.76996 -3.62264 0.00 0.00 0.01
H -3.09277 1.03258 -1.87209 0.01 0.00 -0.01
H -2.03243 -0.19940 -2.58211 0.02 0.01 0.01
H -2.62199 3.16894 -4.05518 0.00 0.00 0.00
H -1.27545 4.01817 -3.28395 -0.02 -0.03 0.00
H -2.65604 3.49387 -2.31775 0.00 0.00 0.00
H -1.15138 1.37508 -5.00730 0.01 0.00 0.00
H -0.05890 0.45903 -3.97287 0.00 0.01 0.01
H 0.29242 2.15005 -4.35108 0.02 0.03 0.02
H -1.95617 0.31128 0.63508 0.00 0.00 0.00
H -3.45354 0.90115 2.47706 0.00 0.00 0.01
H -3.86607 3.28118 3.03925 0.00 0.00 0.00
H -2.73686 5.06080 1.73555 0.00 0.00 0.00
H -1.21231 4.46704 -0.09925 0.00 0.00 0.01
H 1.40433 2.89754 0.77360 0.00 0.01 -0.01
H 3.17147 4.56661 0.95517 0.00 0.00 0.00
H 3.82985 5.91497 -1.02370 0.00 0.00 0.00
H 2.68166 5.53672 -3.18790 0.00 0.00 0.00
H 0.92360 3.85839 -3.37418 -0.01 -0.02 -0.01
O -0.24818 -1.92411 -3.86784 0.01 0.02 0.01
C 0.82268 -2.36811 -3.50203 -0.02 -0.01 -0.03
N 1.32365 -2.36738 -2.22304 0.00 0.01 0.00
C 2.54140 -3.01568 -2.19452 0.01 0.00 0.00
O 3.22452 -3.25315 -1.22261 -0.01 -0.02 -0.01
C 2.88708 -3.41884 -3.60622 0.02 0.00 0.00
C 3.99598 -4.05375 -4.12540 -0.02 0.01 0.00
C 4.01161 -4.28774 -5.49824 0.00 0.00 -0.01
C 2.94552 -3.89626 -6.30617 0.01 -0.01 -0.01
C 1.83251 -3.25680 -5.76573 0.00 0.00 0.02
C 1.83314 -3.03000 -4.40509 0.01 0.02 -0.01
H 4.81462 -4.35002 -3.48218 0.00 0.00 0.00
H 4.86410 -4.78078 -5.95035 0.00 0.00 0.00
H 2.98911 -4.09415 -7.37073 0.00 0.00 0.00
H 0.99636 -2.94553 -6.37899 0.00 0.00 0.00
S -5.45286 -6.21821 4.34865 0.02 0.08 0.01
C -4.17955 -5.23493 3.84910 -0.04 -0.16 -0.04
S -2.67461 -5.87244 3.28712 -0.03 -0.07 0.04
C -2.05641 -4.25836 2.92692 0.08 0.25 -0.10
N -2.93190 -3.33686 3.23076 -0.07 -0.06 0.01
N -4.10243 -3.89773 3.74453 0.08 0.07 0.01
C -5.13152 -2.95560 4.01223 -0.03 0.03 -0.01
C -5.21292 -1.82557 3.20137 -0.01 -0.03 0.02
C -6.19222 -0.87657 3.44126 0.00 0.02 -0.02
C -7.09069 -1.03797 4.48810 0.02 -0.02 0.00
C -6.99216 -2.15840 5.29909 0.00 -0.01 0.02
C -6.01610 -3.11828 5.07102 0.02 -0.01 0.01
S -0.51311 -4.03889 2.27091 0.04 -0.11 0.10
H -4.49594 -1.70480 2.40279 0.01 0.00 -0.01
H -6.24912 -0.00400 2.80181 0.00 0.00 0.00
H -7.85565 -0.29363 4.67253 0.00 0.00 0.00
H -7.67781 -2.29326 6.12715 0.00 0.01 0.00
H -5.94016 -3.99114 5.70037 0.00 0.01 -0.01
```
Forces are in eV/Å.

Energy above the lowest of the compared OMol25 structures with the same formula, charge and spin ... 3.9 kcal per mole
Max |F| ... 0.3 eV/A
LUMO ... 4.06 eV
Total charge ... -2
E_HOMO ... -0.074 Ha

Record 4
Below is 2 unconnected molecules or ions with the total composition H5N3S at a distorted geometry, with properties calculated with the ωB97M-V functional and the def2-TZVPD basis.

```
9
Properties=species:S:1:pos:R:3:forces:R:3
N -1.72281 -0.43426 0.53367 0.72 -2.74 -0.99
N 2.07624 0.27336 -0.02240 -0.98 -3.68 0.78
N -0.51329 0.16800 0.25781 0.43 0.77 -3.51
S 0.90009 -0.59142 0.88810 0.74 0.08 -0.25
H -2.04959 -1.32316 -0.00367 1.37 1.81 1.15
H -2.41813 0.24331 0.42134 -1.15 1.16 -0.07
H 1.70205 0.19326 -0.94204 0.11 -0.11 -1.45
H 2.11846 1.20367 0.18160 -0.04 3.09 1.05
H -0.09303 0.26723 -1.31440 -1.20 -0.37 3.28
```
Forces are in eV/Å.

Energy above the lowest of the compared OMol25 structures with the same formula, charge and spin ... 69.7 kcal per mole
Max |F| ... 3.9 eV/A
LUMO ... -0.02 eV
E_HOMO ... -0.295 Ha